1.
A molecular structure, C5H8O. Source: the OMol25 dataset; level of theory: ωB97M-V with the def2-TZVPD basis set.

For the highest occupied orbital energy, the calculation gives -8.86 eV. The molar mass is 84.12 g/mol. For the LUMO energy, the calculation gives 0.80 eV. The total charge is 0. Its energy is -270.453370 Eh. Its spin multiplicity is 1. The calculation puts the energy above the lowest of the compared OMol25 structures with the same formula, charge and spin at 274.4 kJ/mol. The HOMO-LUMO gap is 9.660 eV.

Geometry (Å):
O  -2.4462  -0.0992  -0.5707
C  -1.0525  -0.4550  -0.4198
C  0.6626  -0.0243  -1.1344
C  1.3482  0.6843  0.0210
C  0.6455  0.0428  1.1881
C  -0.6099  -0.3697  0.9864
H  -2.8213  0.4328  0.1586
H  -1.0278  -1.3997  -0.9437
H  1.2140  -0.9818  -1.2719
H  0.6365  0.4749  -2.1047
H  2.4442  0.6156  0.1477
H  1.1327  1.7605  -0.0097
H  1.1552  -0.1449  2.1242
H  -1.2814  -0.5365  1.8288



2.
C5H8O in the gas phase. Source: the OMol25 dataset; level of theory: ωB97M-V with the def2-TZVPD basis set.

For the highest occupied orbital energy, the calculation gives -8.39 eV. As for the SMILES: C[C@H]1[C@H]2CO[C@@H]12. The molar mass is 84.12 g/mol. For the LUMO energy, the calculation gives 0.95 eV. The total charge is 0. Its energy is -270.397479 Eh. Its spin multiplicity is 1. The calculation puts the energy above the lowest of the compared OMol25 structures with the same formula, charge and spin at 421.2 kJ/mol. The HOMO-LUMO gap is 9.342 eV.

Geometry (Å):
C  -1.2296  1.1423  -0.0001
C  -0.4942  0.0900  -0.7905
C  0.9110  -0.1885  -0.4934
C  1.0854  -0.5051  0.9775
O  -0.0957  -1.2935  1.0870
C  -0.3411  -1.3385  -0.3211
H  -1.0352  1.0637  1.0723
H  -2.3057  1.0669  -0.1592
H  -0.8983  2.1320  -0.3374
H  -0.7152  0.0996  -1.8549
H  1.7148  -0.0779  -1.2202
H  1.1045  0.3799  1.6197
H  1.9493  -1.1449  1.1969
H  0.5865  -1.7181  -0.8621



3.
C5H8O in the gas phase. Source: the OMol25 dataset; level of theory: ωB97M-V with the def2-TZVPD basis set.

For the highest occupied orbital energy, the calculation gives -9.54 eV. As for the SMILES: CC#CCOC. The molar mass is 84.12 g/mol. For the LUMO energy, the calculation gives 0.84 eV. The total charge is 0. Its energy is -270.428683 Eh. Its spin multiplicity is 1. The calculation puts the energy above the lowest of the compared OMol25 structures with the same formula, charge and spin at 339.2 kJ/mol. The HOMO-LUMO gap is 10.377 eV.

Geometry (Å):
C  2.6051  0.5609  0.5132
C  1.4467  0.1093  -0.1742
C  0.4458  -0.1449  -0.8064
C  -0.6210  -1.1111  -0.4883
O  -1.5801  -0.7270  0.4845
C  -2.2845  0.4238  0.0821
H  2.9919  -0.2211  1.1532
H  3.3635  0.8163  -0.2177
H  2.2700  1.4167  1.0816
H  -0.1965  -2.0529  -0.0951
H  -1.0263  -1.2517  -1.4519
H  -2.7815  0.2777  -0.8804
H  -3.0661  0.6670  0.8169
H  -1.5670  1.2371  -0.0174